Entry from the OMol25 dataset: 3 unconnected molecules or ions with the total composition C27H37BClF4N2O2 in a non-equilibrium geometry (ωB97M-V/def2-TZVPD).

The net charge is +1. The energy above the lowest of the compared OMol25 structures with the same formula, charge and spin is 0.0 kJ/mol. As for the LUMO energy: -4.63 eV. For the frontier orbital gap, the calculation gives 5.47 eV. The value obtained for the molar mass is 543.86 g/mol. Its highest occupied orbital energy is -10.10 eV. The total energy is -59738.368 eV.

The geometry in XYZ format:
```
74
Properties=species:S:1:pos:R:3:forces:R:3
Cl 7.580857 -1.026624 1.220136 -0.544 -0.514 0.036
C 6.378959 -2.353866 1.346130 0.537 0.375 0.025
N 4.994745 -1.908659 1.022286 -0.529 0.218 -0.192
C 4.486070 -0.826725 1.985164 1.019 -0.433 0.063
C 3.054917 -0.482439 1.628659 -1.137 -0.057 -0.681
N 2.567650 -1.304484 0.500736 0.703 -0.183 -0.002
F -2.790294 0.884145 -1.360357 0.574 0.357 -0.610
C 2.658802 -2.741299 0.846919 -0.865 0.901 -0.387
C 4.089547 -3.123540 1.171532 0.851 -0.266 0.226
C 3.416676 -1.049035 -0.689443 -1.343 0.123 0.373
C 4.863562 -1.406951 -0.423693 0.989 -0.332 0.492
H 6.674063 -3.136768 0.637403 -0.168 0.235 0.237
H 6.395972 -2.722032 2.379259 -0.055 0.097 -0.362
H 4.556495 -1.259720 2.991554 0.191 0.118 -0.249
H 5.169576 0.023679 1.891861 -0.101 -0.269 0.088
H 2.391174 -0.658763 2.485279 0.151 0.101 -0.249
H 2.967486 0.572706 1.333101 -0.021 -0.310 0.132
H 2.001784 -2.939517 1.702834 0.079 0.050 -0.268
H 2.302707 -3.311762 -0.020575 -0.033 0.118 0.314
H 4.477174 -3.883370 0.482285 0.013 0.108 0.265
H 4.197938 -3.461723 2.208551 0.093 -0.027 -0.246
H 3.019539 -1.663233 -1.508088 0.067 0.332 0.129
H 3.324497 0.013720 -0.950034 -0.066 -0.340 -0.026
H 5.542674 -0.554167 -0.521659 -0.080 -0.270 0.012
H 5.200888 -2.231590 -1.064739 0.112 0.223 0.217
C 1.313996 3.669130 -3.098373 0.331 -0.064 -0.112
C 0.049434 2.837222 -2.990492 -0.131 -0.271 0.486
C -0.856644 3.065573 -4.188573 -0.098 -0.105 -0.196
C 0.422815 1.320426 -2.930024 -0.471 0.269 0.312
O -0.655353 0.529701 -2.474233 0.080 0.410 -0.577
B -1.258565 0.950687 -1.254718 -0.968 -0.670 1.575
C -1.054761 -0.158353 -0.040425 0.023 0.863 -0.941
C -0.400378 0.154050 1.139924 -0.108 -0.402 0.867
C -0.409989 -0.748228 2.210375 0.185 0.282 -0.236
C -0.991806 -1.995983 2.039565 0.102 -0.341 0.459
C -0.936939 -2.997197 3.159446 -0.287 -0.067 0.100
F -0.738257 -4.269180 2.698172 -0.180 0.811 0.512
F 0.074295 -2.732337 4.043100 -0.658 -0.305 -0.442
F -2.105402 -3.009352 3.886897 0.928 -0.204 -0.371
C -1.636583 -2.332028 0.852051 0.022 0.200 -0.439
C -1.668008 -1.400777 -0.186648 -0.024 -0.617 0.734
C -6.211085 0.542433 -0.658209 1.108 0.325 0.793
C -6.269402 1.397022 -1.855799 -0.423 -0.305 -0.537
C -5.322203 0.710718 0.404238 -0.029 0.175 0.277
C -5.163852 -0.328936 1.380585 0.033 -0.158 0.088
C -4.242037 -0.220380 2.408152 -0.453 -0.529 -0.103
C -3.463787 0.934265 2.539048 -0.019 -0.022 -0.607
C -3.562498 1.953976 1.585347 -0.200 0.532 -0.276
C -4.490256 1.877826 0.559130 0.290 -0.311 -0.315
O -0.882398 2.249098 -0.740586 0.383 -0.224 -0.225
C -0.728129 3.272003 -1.689436 -0.239 0.028 -0.198
H 1.949949 3.497993 -2.218586 -0.063 0.101 -0.158
H 1.886962 3.392273 -3.994471 -0.049 0.137 0.135
H 1.076344 4.739293 -3.149035 0.087 -0.187 -0.035
H -1.761869 2.456230 -4.070356 0.133 0.137 -0.146
H -1.142628 4.121685 -4.261026 -0.007 -0.156 -0.041
H -0.348280 2.772526 -5.116985 -0.154 0.101 0.103
H 0.673407 0.946484 -3.938549 0.088 0.305 0.303
H 1.306126 1.176163 -2.270810 -0.189 0.111 -0.163
H 0.094549 1.116858 1.272282 -0.244 -0.092 -0.180
H 0.021790 -0.476462 3.172941 0.044 -0.117 -0.176
H -2.117143 -3.300386 0.742975 0.123 0.050 0.036
H -2.195154 -1.648716 -1.105251 0.112 0.135 0.102
H -6.874465 -0.320880 -0.640501 0.188 -0.018 0.126
H -6.922741 0.903883 -2.585038 0.171 0.354 0.039
H -6.680288 2.393260 -1.649859 0.080 -0.107 0.108
H -5.273276 1.528777 -2.300541 -0.046 -0.035 0.265
H -5.766801 -1.233713 1.263671 0.222 0.258 0.137
H -4.109677 -1.049376 3.106750 -0.087 0.304 -0.206
H -2.745045 1.020452 3.354156 -0.201 -0.041 -0.230
H -2.885601 2.811484 1.630344 -0.330 -0.304 0.012
H -4.578408 2.678949 -0.177658 0.164 -0.244 0.310
H -0.203664 4.109093 -1.192104 -0.122 -0.293 -0.226
H -1.739781 3.644754 -1.965936 0.447 -0.056 -0.080
```
Positions in Å, forces in eV/Å.

Results of the Mulliken charge analysis, in e, for atoms 1 through 6: atom 1 (Cl): -0.104, atom 2 (C): -0.444, atom 3 (N): -0.044, atom 4 (C): -0.718, atom 5 (C): -0.485, atom 6 (N): 0.127